Below is 12 unconnected molecules or ions with the total composition C30H59N5O7S3 in a non-equilibrium geometry, with properties calculated with ωB97M-V with the def2-TZVPD basis set.

```
104
Properties=species:S:1:pos:R:3:forces:R:3
H -7.492 -39.858 -14.925 0.2 0.7 0.5
H -8.159 -38.445 -15.850 0.2 -0.1 -0.1
H -10.587 -44.353 -19.975 0.1 -0.1 0.0
H -9.402 -34.620 -16.814 0.5 -0.2 0.7
H -2.143 -38.089 -15.210 -0.3 0.4 0.2
H -6.988 -35.491 -13.374 0.1 -0.1 -0.1
C -4.395 -35.576 -14.563 -0.1 -0.2 -0.8
H -6.915 -44.782 -12.345 0.2 -0.1 0.0
O -9.928 -38.946 -10.094 0.6 0.2 0.1
N -5.519 -40.536 -12.502 -1.4 0.2 0.9
H -6.221 -41.865 -18.462 0.1 0.2 0.1
H -4.089 -37.636 -12.145 0.1 -0.1 -0.2
H -3.440 -35.898 -14.979 -0.2 -0.6 0.0
C -5.734 -38.717 -11.171 -0.9 0.0 -0.5
H -12.184 -37.081 -15.331 0.1 0.4 -0.1
C -7.477 -38.847 -19.048 -1.0 0.6 0.2
N -6.468 -38.543 -18.211 1.5 -1.7 0.2
H -7.390 -35.581 -17.794 0.5 0.1 0.2
N -10.178 -43.974 -17.934 0.5 0.2 -0.7
C -12.338 -41.056 -12.533 -0.6 -0.9 0.1
H -11.749 -33.154 -14.333 0.0 -0.1 0.1
C -9.054 -43.962 -17.168 0.7 -0.4 -0.4
H -11.347 -37.828 -13.975 0.4 0.3 0.2
C -6.753 -44.087 -13.155 -0.1 -2.4 0.7
H -10.568 -37.151 -10.932 0.0 0.0 0.0
C -11.893 -36.939 -14.290 0.1 0.9 0.1
H -6.979 -44.336 -17.552 0.1 -0.5 -0.3
H -6.098 -38.072 -10.385 0.0 0.0 -0.2
H -10.855 -38.974 -9.845 0.1 0.0 0.0
C -7.097 -35.441 -14.457 -0.1 -0.6 -0.6
H -7.088 -34.421 -14.841 0.2 0.0 0.0
H -9.152 -43.730 -16.117 0.4 0.1 -0.2
H -10.314 -40.274 -12.436 0.4 -0.3 -0.3
H -12.423 -42.495 -15.426 0.3 0.0 0.5
C -4.604 -39.658 -12.844 2.4 1.3 -2.3
C -9.829 -44.330 -19.206 0.7 -1.4 -0.7
H -8.234 -40.780 -19.809 -0.1 0.2 0.0
H -4.397 -34.512 -14.798 -0.6 0.1 0.3
H -10.902 -39.357 -19.722 -0.3 -0.4 0.5
S -12.724 -38.395 -18.197 1.4 1.5 0.8
O -5.955 -35.931 -16.818 0.4 -0.7 1.6
H -11.069 -39.144 -16.505 0.1 0.2 -0.3
C -2.528 -38.299 -16.208 1.3 0.2 0.9
C -8.467 -44.739 -19.246 -1.9 1.9 0.5
H -7.076 -40.471 -11.097 0.0 0.1 0.1
H -7.664 -41.963 -15.276 -0.1 0.0 -0.3
C -10.938 -41.521 -14.208 1.1 0.7 -0.7
C -12.948 -41.871 -13.443 -1.7 0.1 -0.8
H -9.174 -39.252 -14.660 0.0 -0.2 0.1
H -12.179 -40.408 -16.995 -0.1 0.0 0.0
H -10.320 -37.935 -18.838 -0.3 0.0 0.5
O -12.788 -36.950 -17.710 -0.1 -1.4 -0.5
C -6.254 -39.920 -11.530 -1.8 -2.2 1.6
H -4.631 -44.434 -13.782 -0.1 0.1 0.0
H -6.128 -37.629 -17.948 -0.2 0.3 0.0
C -6.441 -40.808 -18.501 0.2 2.5 0.6
H -3.960 -39.877 -13.683 0.2 0.1 0.1
C -7.554 -40.213 -19.191 0.6 -0.6 -0.4
H -4.891 -39.583 -17.290 0.0 -0.5 0.0
N -7.169 -42.628 -14.698 -0.8 0.2 -0.7
C -9.271 -35.435 -17.526 -1.4 0.0 -0.4
S -10.845 -35.368 -14.117 -0.7 -0.8 0.4
H -3.419 -37.695 -16.377 -0.4 -0.7 -0.1
C -11.197 -38.402 -19.286 -0.4 0.0 -0.2
H -5.631 -41.454 -12.909 -0.2 0.0 0.1
H -13.922 -42.333 -13.379 -0.1 0.2 -0.2
H -10.143 -35.276 -18.161 -0.2 -0.4 -0.2
C -11.031 -40.859 -12.992 0.4 -0.1 -0.7
H -2.092 -40.146 -15.672 0.0 0.2 0.0
C -12.210 -34.137 -14.241 0.5 -0.8 -0.1
C -5.777 -39.706 -17.896 -0.8 -0.6 -0.5
H -8.031 -35.916 -14.757 -0.2 0.2 0.2
H -11.089 -43.633 -17.664 0.3 -0.2 -0.1
H -8.849 -37.306 -11.017 0.3 -0.5 0.7
O -2.672 -39.708 -16.299 -0.7 0.1 -0.6
S -5.850 -36.430 -15.357 0.6 1.7 -0.3
C -9.771 -37.887 -11.033 -0.9 0.3 -0.6
H -9.318 -36.454 -17.142 -0.5 0.0 0.8
H -12.816 -34.218 -13.338 0.0 0.0 0.0
N -12.149 -42.049 -14.562 -0.1 -0.1 2.3
C -12.113 -39.349 -16.746 0.5 -0.3 -0.4
O -10.335 -35.302 -12.701 -0.3 -0.1 -0.7
H -8.389 -40.115 -17.192 0.2 -0.3 -0.6
H -12.784 -36.836 -13.670 0.0 0.1 0.1
O -8.780 -40.410 -16.366 -0.4 1.0 1.0
H -7.906 -45.041 -20.118 -0.2 0.0 0.1
H -5.277 -42.503 -15.666 0.0 0.0 0.2
H -8.843 -43.403 -13.625 0.2 0.2 0.5
O -8.158 -35.342 -18.317 1.0 0.5 -1.3
H -12.786 -34.369 -15.138 0.0 0.0 0.0
H -10.114 -41.659 -14.891 0.1 0.4 0.0
H -1.760 -37.897 -16.869 0.0 -0.3 -0.4
C -7.768 -43.412 -13.730 0.3 1.8 -1.0
H -4.444 -35.823 -13.502 0.0 0.2 -0.1
C -4.737 -38.500 -12.125 1.5 0.6 0.3
C -5.584 -43.950 -13.933 0.6 1.6 -0.2
H -12.669 -39.152 -15.829 -0.5 0.1 -0.4
C -7.975 -44.383 -17.968 -0.9 0.4 1.7
H -9.840 -38.296 -12.042 0.0 0.0 -0.2
H -8.080 -38.009 -19.367 -0.2 -0.3 -0.3
C -8.373 -39.407 -15.383 -0.1 -1.1 -0.6
H -12.773 -40.735 -11.598 0.1 -0.1 -0.1
C -5.851 -42.934 -14.859 -0.3 -1.2 0.6
H -11.469 -37.794 -20.148 -0.3 0.2 0.1
```
Forces are in eV/Å.

Output
LUMO energy   0.06 eV
E_tot   -3173.27864 hartree

=====

Below is 8 unconnected molecules or ions with the total composition C30H59NO7 in a non-equilibrium geometry, with properties calculated with ωB97M-V with the def2-TZVPD basis set.

```
97
Properties=species:S:1:pos:R:3:forces:R:3
H -10.644 -5.267 -3.880 0.2 0.2 0.3
C -8.376 -0.882 3.513 0.6 -0.1 -0.6
C -9.721 -1.707 1.629 0.4 -1.1 0.1
O -12.212 -3.810 -2.002 0.5 -0.3 -0.4
H -9.397 -2.568 1.044 0.0 0.0 -0.2
H -4.605 3.303 2.999 0.5 -0.2 0.1
H -11.013 -4.327 0.369 0.5 0.3 -0.3
H -5.285 -6.028 4.366 0.4 -0.1 0.5
H -5.664 0.760 0.348 -0.2 -0.4 0.3
C -6.902 -4.814 2.561 -0.5 -0.9 -0.9
H -14.086 -2.013 2.124 0.1 0.2 -0.6
C -5.429 1.261 6.085 0.0 -0.5 1.1
H -7.453 -0.892 6.788 -0.1 -0.8 -0.4
C -4.641 0.841 0.713 -1.3 -1.0 0.6
O -15.995 -2.594 1.782 -1.1 0.7 1.5
H -13.242 -3.861 -3.860 -0.4 0.5 0.4
H -5.087 -3.823 1.972 0.3 -0.3 0.3
H -3.636 0.898 2.637 0.3 0.4 -0.1
O -7.109 -5.473 3.790 -0.6 0.6 -0.2
C -15.713 -4.313 0.148 0.0 0.1 2.2
H -10.372 -2.995 -1.443 -0.1 0.0 -0.1
H -8.194 0.063 4.026 -0.7 0.5 -0.3
C -10.601 -3.070 -3.696 1.6 -0.7 2.3
H -10.764 -1.216 5.995 0.1 0.2 -0.4
H -9.941 -3.263 3.287 0.4 -0.5 -1.0
H -9.784 -0.370 7.099 -0.3 -0.5 1.1
H -5.224 2.058 8.160 0.2 -0.1 -0.1
H -5.879 -3.125 4.838 0.1 0.3 -0.4
H -12.022 -5.563 2.299 -1.0 1.2 -0.7
H -11.666 -1.929 -2.170 0.7 0.6 0.4
H -4.363 1.049 5.996 0.2 0.1 0.3
C -11.919 -0.727 7.557 -1.9 0.2 2.2
H -14.427 -3.613 2.634 0.1 -0.6 0.0
H -11.306 -2.294 3.086 -0.1 0.8 0.2
C -10.805 -0.401 6.718 1.3 -0.4 -1.5
C -14.623 -2.913 1.822 -0.4 -0.9 -0.4
H -10.972 -6.620 2.225 0.3 -1.8 -0.9
H -4.474 2.277 -0.915 0.0 0.5 0.3
H -6.542 -0.268 8.879 -0.1 0.3 -0.1
H -7.441 -1.362 3.803 -0.2 -1.1 0.2
H -6.862 1.872 7.619 -0.1 0.0 -0.2
H -4.323 -3.761 4.263 -0.1 -0.2 0.2
H -9.601 -5.154 1.199 0.2 0.1 -0.5
H -13.152 -6.199 -0.078 0.3 0.3 0.1
H -7.594 -1.158 1.456 0.0 0.0 0.1
O -9.572 -1.455 3.982 -0.7 0.4 0.7
H -10.684 -8.055 0.021 -0.1 -0.1 0.0
O -3.954 3.067 1.082 0.2 0.0 -2.1
H -6.313 -2.796 2.577 0.0 0.2 -0.1
C -5.405 -3.854 4.180 -0.1 -0.7 0.2
H -17.548 -4.087 1.521 0.5 -0.1 0.7
C -5.977 -5.216 4.586 0.4 -0.3 0.4
H -7.833 -4.370 2.209 -0.2 -0.3 0.0
O -10.377 -6.080 -0.557 -0.2 -0.6 -0.3
H -13.518 -3.938 0.085 0.0 -0.1 0.4
C -6.373 -0.764 6.711 -0.8 0.7 1.2
C -4.818 2.689 2.123 0.4 -0.5 0.3
C -3.996 2.016 0.030 0.9 -0.3 1.7
C -10.221 -2.253 2.985 0.7 0.1 0.4
H -11.572 -4.346 -5.049 0.5 -0.4 -0.4
C -4.597 1.175 2.204 -0.6 0.7 0.7
H -10.480 -1.215 1.020 -0.1 0.2 0.4
C -11.237 -4.362 -4.012 -0.4 -1.5 -2.6
C -12.407 -6.792 0.451 1.0 -1.6 0.3
H -14.621 -2.643 -0.259 0.5 0.4 0.0
H -8.648 0.222 1.754 -0.2 -0.1 -0.6
C -11.259 -7.255 -0.444 -0.2 1.2 -0.1
C -12.499 -4.392 -3.265 -0.7 -0.7 0.9
H -12.899 -7.694 0.817 -0.2 0.1 0.3
H -12.857 -5.414 -3.143 -0.2 0.0 0.3
H -10.720 -2.352 -4.507 -0.3 0.5 0.8
H -15.965 -4.299 -0.913 -0.1 -0.4 0.2
H -5.318 0.731 2.891 -0.4 -0.4 -0.5
H -5.598 2.195 5.548 -0.6 -0.5 -0.6
H -17.254 -2.928 0.257 -0.6 0.4 0.3
H -5.862 2.923 1.916 -0.3 -0.2 -0.4
C -5.875 1.411 7.572 0.4 0.9 -0.8
C -11.559 -6.098 1.469 1.0 2.1 1.8
N -12.832 -1.000 8.231 1.8 0.5 -1.4
C -10.514 -5.264 0.615 -2.4 -1.6 0.7
H -15.569 -5.300 0.589 -0.2 -0.4 -0.5
H -3.016 1.571 -0.140 0.6 1.3 -0.4
H -11.697 -7.588 -1.385 0.8 0.3 -0.5
H -6.328 -5.198 5.618 0.3 -0.4 0.1
H -4.979 -0.511 8.101 0.6 0.9 1.0
H -9.549 -3.289 -3.515 0.3 0.5 -0.7
O -6.118 0.063 5.613 0.4 2.1 -0.6
H -6.502 -5.490 1.805 -0.5 -0.6 -0.1
C -5.933 0.009 8.018 0.4 -2.8 -1.0
C -16.762 -3.505 1.040 1.0 -0.1 -3.1
C -14.454 -3.486 0.411 0.2 0.8 -0.7
H -4.095 -0.089 0.555 -0.2 0.0 -0.4
H -10.783 0.539 6.167 -1.1 0.0 0.0
H -5.783 -1.672 6.589 -0.5 -0.3 0.2
C -8.500 -0.836 1.969 -0.1 1.0 0.7
C -5.865 -3.777 2.734 0.4 2.6 -0.1
C -11.129 -2.876 -2.219 -1.7 1.2 -1.1
```
Forces are in eV/Å.

Output
LUMO energy   0.49 eV
E_tot   -1759.64117 hartree